Record 1
83
Properties=species:S:1:pos:R:3:forces:R:3 method="wB97M-V/def2-TZVPD" charge=-1 homo_lumo_gap_ha=0.22686 total_energy_ha=-4616.461411
S -1.461 0.290 -2.170 0.08 -0.43 0.26
S 2.714 1.126 -1.119 0.03 -0.34 0.05
S -2.167 6.352 -4.848 -0.09 0.01 0.21
S -2.330 2.423 -7.443 0.17 0.23 0.01
S 4.948 2.608 3.342 -0.07 -0.35 0.14
S -0.127 -8.426 5.580 0.22 0.05 -0.12
P -1.732 -1.806 1.999 -2.44 3.30 -2.16
P -1.022 -3.764 1.189 -0.15 -2.22 -2.16
F -2.066 -4.687 4.847 1.29 -0.32 -2.05
O 1.292 -8.876 5.727 -0.39 0.00 0.18
O -0.189 0.796 -1.567 -0.43 0.19 -0.31
O -0.477 -0.748 2.473 -1.52 -0.95 0.86
O -2.497 -1.070 0.861 1.75 -1.16 2.71
O -1.911 1.996 -6.070 -0.09 0.36 -0.49
O -3.347 6.080 -5.726 -0.08 0.56 0.65
O 4.917 1.521 4.364 0.03 0.51 -0.21
O -2.863 -2.071 3.253 1.43 1.25 -0.43
O -1.890 -6.260 3.187 1.65 4.98 2.39
O 3.944 0.275 -1.082 -0.02 0.41 0.08
N 2.375 -1.784 1.951 -1.08 -3.05 -0.31
C 1.815 -2.934 1.586 1.24 1.53 -0.03
C -2.181 4.221 -7.532 -0.07 -0.33 -0.09
C -1.185 -9.806 6.068 -0.04 -0.11 0.14
C -0.294 -4.336 2.875 -0.93 -1.02 3.65
C -2.484 7.908 -3.988 -0.09 0.11 -0.01
C -0.517 -7.390 7.006 -0.02 -0.01 0.16
C 3.398 3.523 3.476 -0.09 0.07 0.11
C -2.323 5.301 -3.394 -0.07 -0.01 0.02
C -1.182 0.119 -3.946 0.22 0.12 0.07
C -0.954 2.071 -8.558 0.13 -0.15 0.02
C 2.044 1.184 0.554 -0.11 0.12 -0.01
C -1.470 -5.152 3.624 -0.64 -4.18 -2.05
C 5.998 3.929 3.988 0.03 0.11 0.13
C -2.592 1.688 -2.293 -0.05 0.16 0.02
C 3.253 2.851 -1.162 0.18 0.18 0.09
C 0.624 -3.034 0.550 1.93 1.77 0.14
H 7.024 3.563 4.031 -0.12 -0.07 -0.05
H 0.069 -6.473 6.936 -0.04 -0.09 -0.12
H -1.175 2.476 -9.547 -0.06 0.00 0.07
H 3.958 3.042 -0.350 0.00 -0.06 0.01
H -0.834 0.989 -8.629 -0.06 0.07 0.06
H -2.362 4.548 -8.558 0.00 -0.09 0.00
H 1.680 0.191 0.816 0.09 0.04 -0.05
H 3.435 4.400 2.827 0.04 -0.06 -0.02
H -1.579 -7.142 6.996 0.06 0.02 -0.11
H 3.234 3.828 4.512 0.08 -0.06 -0.01
H -3.310 5.429 -2.945 0.01 0.04 -0.10
H -2.927 4.669 -6.873 0.17 -0.27 -0.27
H -2.102 2.516 -2.803 0.09 -0.14 -0.03
H -3.460 7.872 -3.502 0.03 -0.09 -0.06
H -2.303 -4.303 1.582 -0.14 0.23 0.18
H -2.122 -0.132 -4.439 0.03 0.07 0.06
H -1.074 -10.602 5.332 0.06 0.13 -0.01
H -0.261 -7.915 7.929 0.05 -0.06 -0.08
H 2.302 -3.867 2.058 -1.14 0.96 -1.01
H -0.781 1.046 -4.355 -0.08 -0.07 0.06
H 0.555 -5.109 2.791 -1.27 1.26 0.09
H -0.885 -10.175 7.051 0.06 0.06 -0.04
H -1.642 -3.360 -0.071 0.22 0.37 0.27
H -2.198 4.265 -3.706 0.02 0.14 -0.15
H 0.402 -1.960 0.191 0.42 -1.42 0.62
H -1.545 5.558 -2.673 0.01 0.00 -0.08
H 2.384 3.506 -1.068 -0.03 -0.09 -0.01
H 5.670 4.208 4.991 -0.04 -0.07 -0.04
H -1.183 4.529 -7.211 0.02 -0.12 0.01
H 0.936 -3.602 -0.401 -0.45 0.48 1.59
H -2.473 8.716 -4.720 0.02 -0.12 -0.02
H -0.037 -3.485 3.602 0.06 -1.12 -1.14
H -2.225 -9.476 6.092 0.06 0.05 -0.06
H -3.487 1.386 -2.841 0.07 -0.03 0.01
H -0.669 -5.021 0.536 -0.04 -0.22 0.46
H 1.215 1.894 0.588 -0.02 -0.07 -0.16
H 3.743 3.037 -2.119 -0.04 -0.09 0.04
H -0.036 2.513 -8.168 -0.09 0.01 0.06
H -1.701 8.080 -3.248 0.01 -0.07 -0.06
H -2.872 1.996 -1.285 0.09 -0.18 0.00
H -3.319 -1.213 3.420 0.35 -0.83 -0.32
H 2.825 1.481 1.257 0.14 -0.10 -0.13
H -0.464 -0.688 -4.104 -0.06 0.00 0.20
H 3.122 -2.032 2.634 -0.52 0.38 -0.56
H 2.584 2.872 3.158 0.14 -0.04 -0.01
H 5.949 4.792 3.322 -0.02 -0.06 -0.02
H -0.119 -0.963 3.358 -0.11 -0.01 -0.71

=====

Record 2
71
Properties=species:S:1:pos:R:3:forces:R:3 method="wB97M-V/def2-TZVPD" homo_lumo_gap_ha=0.34798 total_energy_ha=-1423.743027 smiles=COC[C@@H](C)N.COC[C@@H](C)N.COC[C@@H](C)N.CCCCN[PH4]
P -3.325 1.028 1.837 -0.11 -0.10 0.06
O -5.735 -5.404 4.272 -0.04 -0.01 -0.05
O 3.825 4.891 -1.714 0.06 -0.03 0.02
O 1.529 1.251 -1.316 0.07 -0.02 0.00
N -6.193 -3.658 1.958 0.00 0.02 0.04
N 2.706 -1.140 -2.545 0.00 0.02 0.03
N -3.163 -0.706 1.433 -0.10 0.13 0.04
N 5.803 3.578 -3.453 -0.04 -0.01 0.02
C 5.567 5.021 -3.478 0.01 -0.03 -0.07
C 1.551 2.453 -2.061 -0.08 0.01 0.01
C 0.279 -0.576 2.559 -0.10 0.08 0.05
C -5.717 -6.814 4.188 0.06 0.01 0.02
C 1.392 -0.629 -2.938 0.02 -0.06 -0.01
C 1.513 0.076 -4.284 0.02 0.01 0.01
C -0.724 -1.177 1.577 0.10 -0.01 -0.10
C 0.729 0.210 -1.841 -0.01 0.04 -0.01
C 1.674 -0.390 1.955 -0.04 0.05 0.01
C 6.703 5.724 -2.744 -0.01 -0.01 0.02
C 4.169 5.408 -2.987 -0.01 0.01 0.03
C 4.228 5.664 -0.602 -0.04 0.05 -0.03
C -4.672 -4.736 3.620 0.01 -0.04 0.01
C -2.125 -1.426 2.161 0.00 0.05 0.08
C -4.943 -4.393 2.152 0.01 0.07 -0.02
C -4.919 -5.593 1.214 -0.03 -0.01 0.03
H 6.501 6.789 -2.620 0.00 0.00 -0.01
H -3.224 0.775 3.237 0.10 0.02 0.00
H -6.168 -2.784 2.472 0.00 0.00 0.00
H -0.836 -0.515 0.716 0.04 0.00 -0.01
H -6.952 -4.195 2.368 0.00 -0.01 -0.03
H -3.522 2.441 2.149 0.01 -0.01 -0.03
H 4.159 6.735 -0.821 -0.01 0.00 0.02
H 4.047 6.500 -2.993 0.02 -0.01 -0.02
H 5.604 5.332 -4.528 0.00 0.03 0.02
H 5.606 3.228 -2.521 0.02 0.00 0.00
H -3.749 -5.324 3.710 0.00 0.03 -0.01
H 7.631 5.606 -3.300 0.00 -0.01 0.01
H 2.617 -1.751 -1.740 0.00 -0.01 -0.01
H -4.070 -6.247 1.423 0.01 0.01 0.00
H -0.231 0.615 -2.193 0.01 -0.02 -0.02
H 2.457 -0.515 2.703 -0.01 0.03 0.00
H -6.301 -7.194 5.025 -0.01 0.00 -0.01
H 2.301 2.436 -2.857 -0.01 -0.01 0.00
H 1.747 -0.649 -5.062 0.01 0.00 0.00
H 0.571 2.653 -2.510 0.00 0.02 0.01
H 1.793 0.601 1.516 -0.03 -0.04 -0.09
H 2.320 0.810 -4.269 -0.01 0.00 0.00
H -2.132 1.332 1.165 0.11 0.02 0.04
H -0.108 0.392 2.898 0.04 -0.03 0.07
H -6.154 -7.185 3.258 0.00 0.01 -0.02
H 5.250 5.441 -0.286 0.01 0.00 -0.01
H 0.524 -0.447 -0.994 0.00 0.00 0.00
H -0.301 -2.107 1.184 -0.08 -0.01 0.01
H 3.436 4.984 -3.678 -0.01 0.01 0.00
H 3.551 5.429 0.218 0.01 0.00 0.01
H -4.129 -3.722 1.854 0.00 -0.04 -0.01
H -5.834 -6.179 1.306 0.00 -0.01 0.02
H -4.532 -3.802 4.170 0.00 0.00 0.01
H 1.859 -1.116 1.159 0.02 -0.04 0.06
H -2.357 -2.491 2.138 0.03 0.01 0.03
H 0.326 -1.203 3.454 0.02 -0.06 -0.06
H -4.852 -5.255 0.181 -0.02 0.00 0.00
H 6.859 5.288 -1.756 -0.01 0.00 0.01
H 3.279 -0.360 -2.238 0.00 -0.01 -0.01
H 1.808 3.260 -1.380 0.01 0.00 0.00
H 5.158 3.103 -4.075 0.01 0.00 -0.01
H 0.588 0.591 -4.550 0.00 -0.01 0.00
H -4.547 1.018 1.128 -0.07 -0.01 -0.06
H -4.694 -7.199 4.268 -0.01 -0.01 0.02
H -2.118 -1.134 3.230 0.01 -0.04 -0.03
H -4.070 -1.147 1.556 0.05 -0.07 -0.06
H 0.739 -1.499 -3.074 -0.02 0.02 -0.01

=====

Record 3
72
Properties=species:S:1:pos:R:3:forces:R:3 method="wB97M-V/def2-TZVPD" homo_lumo_gap_ha=0.30798 total_energy_ha=-1294.182698 de_lowest_kj_mol=219.33 smiles=CC1(C)CCCC(C)(C)N1O.CO.CO.CO.CO.CO.CO.CO
O -4.355 0.935 1.591 -0.79 -1.43 0.14
O 0.102 8.008 -1.520 0.34 1.18 0.18
O 4.403 4.180 3.400 0.00 1.71 0.39
O 2.453 -5.572 -4.853 -0.22 -0.38 -0.06
O 1.307 3.190 -7.322 -1.44 -0.17 -0.41
O 9.093 -0.876 -0.240 -0.96 -0.25 0.46
O 3.906 -5.374 1.534 -0.94 -3.09 -1.75
O 4.797 0.927 -0.323 1.68 1.56 2.45
N -5.141 -0.274 1.526 -0.71 -0.93 -0.29
C -5.762 -3.075 1.733 0.60 -1.41 1.15
C 4.116 0.899 -1.520 0.08 -1.27 -0.12
C -3.212 -1.515 0.371 -0.34 0.64 0.05
C -5.154 -0.415 -0.897 0.83 -0.50 0.01
C 4.293 -4.159 1.920 1.09 2.94 1.01
C -4.722 -1.172 0.429 -1.03 0.80 -2.07
C -5.594 -2.491 0.395 -0.76 1.77 -0.60
C -6.458 -2.173 2.706 1.99 2.04 -0.53
C -6.534 0.235 3.446 0.64 -1.34 1.94
C -0.279 6.738 -1.099 0.02 -0.93 -1.11
C 4.025 5.524 2.907 -0.13 -1.74 -0.18
C -4.418 -1.054 3.824 -0.82 0.84 -0.12
C 1.147 2.790 -5.994 2.11 0.12 1.63
C 9.378 -1.018 1.173 0.75 0.27 -1.22
C 2.654 -4.191 -5.048 0.34 0.03 -0.84
C -5.556 -0.822 2.843 -1.94 0.35 -0.18
H 3.285 1.600 -1.439 -0.13 -0.39 -0.23
H -1.021 6.394 -1.820 -0.85 -0.29 0.57
H -2.893 -1.965 -0.569 -0.55 -0.95 0.19
H -3.465 0.600 1.725 0.56 0.19 0.17
H 2.138 -3.844 -5.943 -0.72 -0.22 0.21
H 1.214 1.710 -5.861 -0.23 -0.20 -0.12
H 4.843 6.128 2.515 0.29 -0.38 -0.09
H -7.073 -0.201 4.287 -0.77 -1.20 -0.28
H 3.257 -5.934 -4.472 -0.09 -0.06 0.02
H 9.538 -0.020 1.580 0.09 -0.11 0.30
H -2.969 -2.069 1.278 0.48 -0.28 -0.34
H -6.443 -2.684 3.668 -0.27 0.39 0.17
H 8.567 -1.510 1.709 -0.14 0.05 -0.44
H -4.962 -1.318 4.731 0.71 -0.67 0.29
H -5.278 -3.117 -0.440 0.52 -0.25 0.41
H -4.576 0.486 -1.102 0.08 0.08 0.35
H -3.666 -1.744 3.441 -0.11 -0.17 0.49
H 5.537 0.316 -0.351 0.04 0.06 -0.03
H -0.584 8.577 -1.163 0.18 0.46 -0.25
H -7.471 -1.893 2.417 0.00 -0.12 -0.07
H -2.562 -0.646 0.273 -0.20 0.57 0.72
H -3.990 -0.076 4.042 0.46 -0.07 -0.10
H 10.277 -1.630 1.255 0.03 0.06 0.46
H 3.567 6.120 3.697 -0.03 -0.53 0.21
H -4.756 -3.223 2.126 0.11 -0.53 0.35
H -7.313 0.641 2.801 0.77 0.51 -0.09
H -0.591 6.758 -0.055 -0.06 -0.55 -0.08
H 0.335 3.182 -5.383 -0.55 0.20 -0.61
H 2.327 -3.628 -4.175 0.33 0.26 -0.07
H 0.480 2.880 -7.699 0.06 0.24 -0.95
H 4.593 3.596 2.662 -0.03 0.25 -0.23
H 3.918 -5.274 0.580 -0.44 -1.03 -0.11
H 4.759 1.136 -2.367 -0.15 0.10 -0.25
H 4.912 -4.255 2.813 -0.11 0.41 0.18
H 3.435 -3.503 2.066 -0.02 0.33 0.49
H 3.678 -4.024 -5.384 0.37 0.37 0.74
H 2.044 3.200 -5.531 0.06 -0.18 0.46
H 4.885 -3.705 1.125 0.42 0.45 0.18
H 0.529 6.041 -1.324 0.37 0.12 0.69
H -6.299 -4.020 1.807 0.25 -0.34 -0.65
H 9.886 -0.815 -0.779 0.17 -0.02 0.44
H -5.977 0.792 4.200 0.30 1.82 -1.16
H 3.293 5.307 2.129 -0.10 0.66 -0.12
H -6.613 -2.226 0.110 -0.12 0.52 -0.37
H -4.969 -1.066 -1.752 0.09 -0.22 -0.10
H 3.896 -0.167 -1.457 -1.48 -0.03 -1.81
H -6.210 -0.151 -0.955 0.02 -0.08 0.53